Entry 1:
{
  "formula": "C33H50IrN3OP2",
  "method": "ωB97M-V/def2-TZVPD",
  "e_above_lowest_kj_mol": 334.0,
  "homo_ev": [-14.761, -17.404],
  "lumo_ev": [-9.0467, -12.4846],
  "multiplicity": 6,
  "charge": 3,
  "homo_lumo_gap_ev": [5.715, 4.919],
  "symbols": ["C", "C", "C", "C", "C", "H", "H", "H", "N", "P", "P", "C", "H", "H", "C", "H", "C", "C", "C", "C", "C", "H", "H", "H", "C", "H", "H", "H", "C", "H", "H", "H", "C", "H", "H", "H", "C", "H", "H", "H", "C", "H", "H", "H", "C", "H", "H", "H", "C", "H", "H", "H", "C", "H", "H", "H", "C", "H", "H", "H", "C", "H", "H", "H", "C", "H", "H", "H", "Ir", "C", "O", "N", "C", "C", "C", "C", "C", "H", "C", "H", "C", "H", "H", "H", "C", "C", "N", "H", "H", "H"],
  "xyz": [[-1.734, -1.599, -2.020], [0.595, -1.822, -1.966], [-1.805, -2.213, -3.274], [0.568, -2.542, -3.177], [-0.631, -2.705, -3.846], [-2.773, -2.159, -3.780], [1.506, -2.850, -3.649], [-0.636, -3.157, -4.837], [-0.606, -1.697, -1.280], [-2.849, -0.370, 0.277], [2.715, -0.583, -0.035], [-2.819, -0.613, -1.542], [-2.691, 0.411, -1.960], [-3.767, -1.014, -1.921], [1.799, -0.903, -1.761], [2.610, -1.351, -2.327], [4.199, 0.569, -0.617], [3.159, -1.468, 1.690], [-3.328, 1.425, 0.695], [-4.063, -1.653, 0.948], [3.645, 1.934, -0.112], [3.303, 1.927, 0.967], [4.446, 2.705, -0.260], [2.758, 2.187, -0.743], [5.611, 0.250, -0.013], [5.642, 0.200, 1.106], [6.055, -0.685, -0.450], [6.311, 1.080, -0.309], [4.398, 0.648, -2.168], [5.220, 1.392, -2.333], [4.710, -0.330, -2.582], [3.498, 1.012, -2.733], [3.602, -0.379, 2.691], [2.741, 0.257, 2.963], [3.959, -0.883, 3.612], [4.402, 0.297, 2.338], [1.932, -2.160, 2.317], [1.286, -1.428, 2.800], [1.314, -2.713, 1.592], [2.258, -2.846, 3.124], [4.214, -2.513, 1.338], [5.151, -2.058, 0.970], [4.445, -3.098, 2.249], [3.818, -3.200, 0.559], [-4.526, -1.301, 2.370], [-5.205, -2.100, 2.711], [-3.682, -1.262, 3.071], [-5.084, -0.358, 2.420], [-3.320, -2.998, 1.007], [-3.066, -3.372, 0.009], [-2.401, -2.910, 1.600], [-3.973, -3.732, 1.498], [-5.280, -1.769, 0.024], [-5.986, -2.481, 0.471], [-5.807, -0.816, -0.111], [-5.012, -2.175, -0.956], [-2.469, 2.354, -0.184], [-2.786, 2.339, -1.237], [-2.584, 3.380, 0.210], [-1.401, 2.071, -0.119], [-2.977, 1.731, 2.166], [-1.894, 1.621, 2.340], [-3.255, 2.783, 2.350], [-3.531, 1.100, 2.878], [-4.830, 1.649, 0.440], [-5.137, 1.340, -0.574], [-5.471, 1.144, 1.183], [-5.011, 2.732, 0.541], [-0.643, -0.643, 0.603], [-0.934, -0.632, 2.450], [-1.250, -0.801, 3.575], [0.363, 0.552, -0.585], [1.245, 0.489, -1.558], [1.072, 1.436, -2.728], [0.939, 2.836, -2.473], [0.904, 0.986, -4.049], [0.815, 3.750, -3.505], [0.993, 3.096, -1.428], [0.751, 1.931, -5.102], [0.889, -0.110, -4.302], [0.728, 3.343, -4.826], [0.845, 4.816, -3.243], [0.688, 1.578, -6.127], [0.643, 4.057, -5.625], [0.325, 1.545, 5.859], [0.611, 1.439, 4.437], [0.784, 1.346, 3.283], [-0.326, 2.414, 6.054], [1.258, 1.670, 6.425], [-0.177, 0.630, 6.214]]
}

Entry 2:
{
  "formula": "C33H50N9O14",
  "method": "ωB97M-V/def2-TZVPD",
  "e_above_lowest_kj_mol": 193.3,
  "homo_ev": -6.439,
  "lumo_ev": 0.5172,
  "multiplicity": 1,
  "charge": -1,
  "homo_lumo_gap_ev": 6.956,
  "symbols": ["N", "O", "O", "O", "C", "C", "C", "C", "C", "C", "N", "O", "O", "H", "H", "H", "H", "H", "C", "C", "C", "C", "C", "C", "N", "O", "O", "H", "H", "H", "H", "H", "C", "C", "C", "C", "C", "C", "N", "O", "O", "H", "H", "H", "H", "H", "C", "O", "N", "C", "C", "H", "H", "H", "H", "H", "H", "H", "C", "O", "N", "C", "C", "H", "H", "H", "H", "H", "H", "H", "C", "O", "N", "C", "C", "H", "H", "H", "H", "H", "H", "H", "C", "O", "N", "C", "C", "H", "H", "H", "H", "H", "H", "H", "C", "O", "N", "C", "C", "H", "H", "H", "H", "H", "H", "H"],
  "xyz": [[0.450, -0.036, -0.778], [1.158, 0.954, -0.361], [-0.345, -0.706, -0.068], [0.588, -0.308, -1.932], [-2.316, -3.199, -2.380], [-2.945, -3.974, -3.568], [-4.295, -4.558, -3.265], [-4.820, -4.483, -1.858], [-4.025, -3.803, -0.735], [-2.854, -2.990, -1.104], [-6.116, -5.215, -1.676], [-6.832, -4.822, -0.746], [-6.292, -6.293, -2.226], [-1.370, -2.774, -2.520], [-2.641, -4.086, -4.488], [-4.757, -5.155, -4.025], [-4.436, -3.854, 0.283], [-2.337, -2.512, -0.109], [-3.873, -0.094, -3.091], [-5.233, 0.467, -2.609], [-5.096, 1.598, -1.711], [-3.754, 2.485, -1.423], [-2.536, 1.874, -2.069], [-2.667, 0.550, -2.845], [-3.768, 3.702, -0.692], [-2.855, 4.542, -0.983], [-4.901, 4.165, -0.279], [-3.991, -0.933, -3.769], [-6.129, -0.080, -2.595], [-6.184, 1.914, -1.264], [-1.671, 2.126, -1.860], [-1.903, 0.109, -3.379], [2.090, -0.575, 4.089], [2.213, -0.445, 2.573], [3.534, -0.345, 1.891], [4.733, -0.023, 2.939], [4.593, -0.161, 4.508], [3.156, -0.539, 5.044], [6.100, 0.372, 2.383], [7.111, 0.488, 3.162], [6.061, 0.659, 1.197], [1.038, -0.355, 4.463], [1.255, -0.381, 2.133], [3.686, -0.273, 0.948], [5.295, 0.095, 5.138], [2.899, -0.766, 6.201], [0.270, 2.629, -4.023], [-0.411, 2.312, -5.054], [0.550, 3.911, -3.666], [1.292, 4.000, -2.402], [0.272, 5.072, -4.473], [0.593, 2.136, -3.182], [1.095, 4.999, -2.000], [2.408, 3.952, -2.870], [1.048, 3.281, -1.660], [0.926, 5.702, -4.431], [-0.526, 5.505, -4.238], [0.227, 4.668, -5.546], [-1.905, 0.962, 4.039], [-1.263, -0.054, 3.911], [-1.964, 1.978, 3.177], [-3.004, 3.051, 3.388], [-1.343, 1.991, 1.896], [-2.353, 1.479, 4.917], [-2.777, 3.757, 4.154], [-3.949, 2.871, 3.756], [-3.209, 3.658, 2.464], [-1.082, 3.021, 1.572], [-1.723, 1.422, 1.164], [-0.322, 1.631, 1.979], [2.645, 3.856, 1.041], [1.676, 4.513, 1.371], [3.823, 4.383, 0.671], [4.850, 3.564, 0.030], [4.098, 5.848, 0.618], [2.652, 2.701, 1.251], [5.929, 3.683, 0.367], [4.608, 3.373, -0.987], [4.795, 2.594, 0.455], [3.076, 6.383, 0.453], [4.738, 6.057, -0.374], [4.546, 6.167, 1.494], [-2.385, -2.725, 2.515], [-3.512, -2.510, 3.054], [-1.724, -3.843, 2.438], [-0.294, -3.893, 2.066], [-2.203, -5.014, 3.055], [-1.994, -1.787, 2.128], [-0.109, -3.112, 1.236], [-0.040, -4.771, 1.461], [0.441, -3.623, 2.839], [-3.326, -5.367, 2.732], [-2.276, -4.928, 4.106], [-1.678, -6.007, 2.997], [4.642, -3.917, -0.152], [5.676, -4.459, -0.238], [3.790, -3.574, -1.135], [2.603, -2.755, -0.986], [4.036, -3.855, -2.687], [4.196, -3.663, 0.807], [2.373, -2.463, 0.102], [1.794, -3.469, -1.401], [2.534, -1.722, -1.743], [3.084, -4.415, -3.129], [4.807, -4.597, -2.615], [4.208, -2.936, -3.230]]
}

Entry 3:
{
  "formula": "C33H50NO2P2",
  "method": "ωB97M-V/def2-TZVPD",
  "homo_ev": -3.786,
  "lumo_ev": 2.2560,
  "multiplicity": 1,
  "charge": -1,
  "homo_lumo_gap_ev": 6.042,
  "symbols": ["C", "O", "C", "C", "C", "C", "C", "C", "C", "C", "P", "N", "P", "O", "H", "H", "H", "H", "H", "H", "H", "H", "H", "H", "H", "H", "H", "H", "H", "H", "H", "H", "H", "H", "H", "H", "H", "H", "H", "H", "C", "C", "C", "C", "C", "C", "H", "H", "H", "H", "H", "H", "C", "C", "C", "C", "C", "C", "H", "H", "H", "H", "H", "H", "C", "C", "C", "C", "C", "C", "H", "H", "H", "H", "H", "H", "C", "C", "C", "C", "C", "C", "H", "H", "H", "H", "H", "H"],
  "xyz": [[1.947, -4.774, 1.884], [2.476, -5.077, 0.618], [3.858, -4.866, 0.446], [4.088, -4.318, -0.955], [4.118, -2.796, -1.005], [2.806, -2.175, -0.545], [2.685, -0.693, -0.909], [1.863, 0.163, 0.049], [0.338, 0.056, -0.052], [-0.227, -1.355, 0.014], [-2.051, -1.560, 0.520], [-2.579, 0.105, 0.032], [-4.099, -2.171, 1.380], [-4.052, -2.716, 2.778], [2.423, -3.889, 2.316], [2.071, -5.609, 2.581], [0.887, -4.567, 1.762], [4.231, -4.152, 1.191], [4.400, -5.807, 0.590], [3.241, -4.671, -1.549], [5.006, -4.735, -1.372], [4.387, -2.456, -2.006], [4.904, -2.465, -0.316], [1.970, -2.733, -0.970], [2.707, -2.281, 0.539], [3.697, -0.272, -0.948], [2.281, -0.597, -1.922], [2.129, 1.209, -0.137], [2.168, -0.046, 1.081], [0.017, 0.547, -0.976], [-0.103, 0.627, 0.768], [-0.084, -1.889, -0.930], [0.321, -1.915, 0.781], [-1.761, -1.065, 1.862], [-1.754, -2.935, 0.938], [-2.470, -2.072, -0.810], [-3.390, 0.451, 0.528], [-2.755, 0.163, -0.963], [-4.691, -3.122, 0.493], [-5.070, -1.117, 1.306], [-6.832, 3.348, 3.012], [-5.510, 3.764, 2.940], [-4.485, 2.827, 2.921], [-4.783, 1.472, 2.973], [-6.103, 1.056, 3.046], [-7.127, 1.992, 3.066], [-7.632, 4.078, 3.019], [-5.277, 4.821, 2.893], [-3.454, 3.148, 2.857], [-3.987, 0.737, 2.958], [-6.327, -0.002, 3.083], [-8.158, 1.662, 3.114], [3.269, 3.803, 1.242], [2.380, 4.325, 0.313], [2.786, 5.344, -0.537], [4.080, 5.841, -0.458], [4.969, 5.317, 0.470], [4.563, 4.298, 1.320], [2.952, 3.003, 1.898], [1.375, 3.929, 0.247], [2.094, 5.749, -1.263], [4.397, 6.634, -1.124], [5.980, 5.701, 0.528], [5.257, 3.886, 2.042], [-8.560, 0.606, -0.732], [-9.246, 0.224, -1.876], [-9.855, 1.182, -2.674], [-9.774, 2.524, -2.330], [-9.086, 2.906, -1.187], [-8.482, 1.947, -0.386], [-8.076, -0.139, -0.114], [-9.300, -0.822, -2.149], [-10.388, 0.884, -3.568], [-10.244, 3.273, -2.956], [-9.018, 3.953, -0.920], [-7.939, 2.243, 0.502], [8.540, -0.456, -3.410], [7.727, -1.517, -3.784], [7.492, -2.558, -2.898], [8.068, -2.538, -1.637], [8.880, -1.477, -1.262], [9.117, -0.437, -2.149], [8.718, 0.359, -4.100], [7.269, -1.528, -4.765], [6.853, -3.382, -3.188], [7.876, -3.345, -0.941], [9.324, -1.458, -0.275], [9.747, 0.393, -1.855]]
}

| no. | E (eV) |
| --- | --- |
| 1 | -62933.781 |
| 2 | -77081.101 |
| 3 | -59193.374 |